33
Properties=species:S:1:pos:R:3:nbo_charge:R:1 method="wB97M-V/def2-TZVPD" lumo_ev=-2.68 charge=+1 e_above_lowest_kj_mol=180.15 homo_ev=-12.348
C 3.15 0.93 1.80 -0.06
C 2.51 0.92 0.59 -0.75
C 4.41 0.22 2.07 -0.66
C -2.14 -1.66 -2.62 -0.66
C -3.39 -2.23 -0.34 -0.64
C 0.07 2.18 -1.30 -1.11
C 0.29 2.54 1.83 -1.14
C -0.27 -0.78 0.13 -0.56
C -2.14 -1.95 -1.16 -0.04
N -1.57 -0.71 -0.54 -0.53
Si 0.73 1.45 0.40 1.59
H 2.68 1.38 2.70 0.19
H 3.05 0.50 -0.22 0.23
H 4.87 -0.22 1.22 0.22
H 4.15 -0.57 2.79 0.24
H 5.19 0.78 2.61 0.24
H -2.15 -2.66 -3.06 0.25
H -3.03 -1.23 -3.00 0.24
H -1.24 -1.17 -3.01 0.23
H -3.82 -3.22 -0.76 0.25
H -4.15 -1.51 -0.44 0.23
H -2.98 -2.57 0.58 0.24
H 0.52 1.69 -2.24 0.25
H -0.98 1.99 -1.28 0.21
H 0.33 3.21 -1.51 0.27
H 1.04 3.29 2.01 0.27
H -0.63 2.94 1.66 0.24
H 0.37 1.92 2.76 0.26
H 0.48 -1.19 -0.66 0.22
H -0.20 -1.34 1.01 0.21
H -1.45 -2.67 -0.78 0.22
H -2.37 -0.23 -0.04 0.43
H -1.33 -0.02 -1.20 0.43

***

41
Properties=species:S:1:pos:R:3:mulliken_charge:R:1 method="wB97M-V/def2-TZVPD" lumo_ev=-0.86 e_above_lowest_kj_mol=0.00 homo_ev=-6.124
C -0.14 -3.09 -1.40 -0.34
C 1.35 -3.43 -1.30 -0.13
O 1.82 -3.16 0.00 -0.52
B 3.11 -2.64 0.14 0.34
O 3.77 -3.10 1.26 -0.48
In 4.07 -1.03 -1.21 0.61
B 2.36 0.50 -1.58 0.16
O 2.34 1.80 -1.09 -0.55
O 1.16 0.15 -2.24 -0.25
C 1.32 -0.33 -3.57 -0.78
H -0.75 -3.90 -1.01 0.40
H -0.42 -2.84 -2.42 0.35
H -0.31 -2.22 -0.77 -0.53
H 1.49 -4.49 -1.53 0.28
H 1.90 -2.85 -2.05 0.02
H 3.16 -3.14 2.00 0.23
H 4.50 -1.75 -2.78 -0.37
H 5.48 -0.31 -0.43 -0.38
H 1.45 1.98 -0.75 0.20
H 1.13 -1.40 -3.61 0.15
H 0.60 0.17 -4.21 0.31
H 2.33 -0.15 -3.95 0.31
C -3.39 4.08 2.67 -1.40
C -3.81 3.12 1.56 -0.20
N -2.83 2.05 1.35 0.17
C -2.82 1.21 0.25 -0.82
C -1.78 0.36 0.41 0.27
N -1.17 0.69 1.59 0.21
C -1.82 1.71 2.14 -0.18
C 0.02 0.04 2.14 -0.63
H -2.42 4.52 2.46 0.40
H -4.12 4.88 2.74 0.36
H -3.35 3.58 3.64 0.37
H -3.90 3.66 0.62 0.37
H -4.77 2.66 1.79 0.31
H -3.56 1.31 -0.52 0.45
H -1.39 -0.44 -0.21 0.03
H -1.57 2.17 3.08 0.43
H -0.19 -0.40 3.11 0.34
H 0.82 0.77 2.23 0.38
H 0.32 -0.73 1.44 0.07

***

40
Properties=species:S:1:pos:R:3:nbo_charge:R:1 method="wB97M-V/def2-TZVPD" lumo_ev=1.55 charge=-1 homo_ev=-3.692
C 3.41 -2.11 1.56 -0.62
C 2.45 -3.01 2.40 -0.39
C 1.16 -3.27 1.55 -0.38
C 0.37 -1.94 1.41 -0.69
B -1.21 -2.12 1.00 0.64
O -1.85 -0.81 1.40 -0.78
C -2.98 -1.12 2.24 -0.10
C -3.30 -2.54 1.67 -0.10
O -2.01 -3.12 1.77 -0.74
H 2.99 -1.87 0.58 0.21
H 3.54 -1.16 2.09 0.20
H 4.39 -2.58 1.42 0.19
H 2.17 -2.51 3.33 0.19
H 2.91 -3.98 2.60 0.17
H 0.57 -4.07 2.01 0.19
H 1.49 -3.64 0.56 0.18
H 0.85 -1.33 0.64 0.20
H 0.38 -1.45 2.40 0.18
H -1.32 -2.40 -0.19 -0.17
H -3.70 -0.31 2.06 0.15
H -2.51 -1.21 3.23 0.16
H -4.09 -3.11 2.18 0.15
H -3.43 -2.37 0.59 0.17
C 0.69 5.18 -1.80 -0.26
O 0.53 4.14 -2.78 -0.75
P 0.18 2.62 -2.15 2.38
O 1.53 2.24 -1.63 -1.07
O -0.14 2.00 -3.61 -0.80
C 0.40 2.53 -4.81 -0.24
O -0.77 1.44 -1.47 -0.68
C -1.48 1.82 -0.27 -0.29
H 0.84 6.12 -2.33 0.19
H -0.20 5.26 -1.18 0.17
H 1.56 4.98 -1.18 0.20
H 1.48 2.65 -4.74 0.18
H -0.08 3.47 -5.06 0.17
H 0.18 1.82 -5.61 0.18
H -2.17 2.64 -0.48 0.14
H -0.77 2.12 0.51 0.18
H -2.04 0.96 0.09 0.27

***

55
Properties=species:S:1:pos:R:3:nbo_charge:R:1 method="wB97M-V/def2-TZVPD" lumo_ev=5.34 charge=-3 e_above_lowest_kj_mol=0.00 homo_ev=-0.836
N 0.52 -1.28 0.22 -0.91
H 0.17 -0.44 -0.26 0.43
H -0.21 -1.81 0.70 0.48
H 1.11 -0.94 0.99 0.45
H 1.03 -1.79 -0.51 0.48
Cl -0.07 -5.13 -0.07 2.54
O -0.78 -5.20 1.19 -0.87
O -0.21 -6.46 -0.66 -0.92
O -0.65 -4.12 -0.93 -0.90
O 1.32 -4.83 0.14 -0.84
Cl 3.73 -2.37 -1.50 2.54
O 4.63 -1.56 -2.31 -0.91
O 3.81 -1.94 -0.13 -0.85
O 2.36 -2.22 -1.98 -0.91
O 4.06 -3.76 -1.63 -0.86
Cl -3.08 -1.32 2.52 2.55
O -3.24 0.10 2.81 -0.91
O -4.21 -1.80 1.77 -0.87
O -1.84 -1.49 1.80 -0.90
O -3.00 -2.05 3.76 -0.85
Cl 2.35 -2.59 3.69 2.54
O 1.20 -3.44 3.56 -0.85
O 3.46 -3.12 2.95 -0.85
O 2.02 -1.27 3.18 -0.92
O 2.66 -2.55 5.12 -0.91
C -1.94 -0.12 -1.46 -0.64
C -1.52 1.33 -1.22 0.11
C -2.24 1.74 0.06 -0.42
C -1.72 3.08 0.62 -0.39
C -0.21 3.03 0.81 -0.39
C 0.58 2.60 -0.43 0.10
N -0.04 1.36 -0.94 -0.20
O 0.71 0.73 -1.94 -0.55
C 0.72 3.67 -1.54 -0.65
C 1.97 2.25 0.08 -0.61
C -1.86 2.17 -2.46 -0.63
H -1.42 -0.66 -2.25 0.23
H -2.99 -0.20 -1.76 0.21
H -1.89 -0.70 -0.53 0.26
H -3.30 1.93 -0.13 0.20
H -2.15 1.01 0.86 0.27
H -2.24 3.35 1.55 0.21
H -1.97 3.88 -0.09 0.16
H 0.06 2.34 1.61 0.23
H 0.07 4.04 1.14 0.19
H 0.58 3.24 -2.54 0.19
H 0.05 4.53 -1.56 0.20
H 1.77 3.94 -1.66 0.21
H 1.99 1.48 0.85 0.24
H 2.60 1.91 -0.75 0.23
H 2.50 3.14 0.44 0.19
H -1.09 2.00 -3.22 0.18
H -1.87 3.25 -2.30 0.20
H -2.82 1.90 -2.91 0.21
H 0.50 1.19 -2.76 0.43

***

51
Properties=species:S:1:pos:R:3:nbo_charge:R:1 method="wB97M-V/def2-TZVPD" lumo_ev=-0.84 e_above_lowest_kj_mol=143.05 homo_ev=-10.593
Cl 5.63 -2.56 -2.26 -0.09
C 4.44 -1.50 -1.38 -0.37
C 3.04 -1.76 -1.89 -0.39
Cl 2.18 -3.13 -1.13 -0.08
H 4.76 -0.48 -1.61 0.23
H 4.62 -1.72 -0.33 0.24
H 3.00 -1.91 -2.97 0.24
H 2.36 -0.94 -1.66 0.22
Cl -5.53 -2.87 3.59 -0.08
C -4.55 -3.18 2.10 -0.37
C -3.27 -2.20 2.15 -0.39
Cl -2.08 -2.79 0.96 -0.07
H -5.14 -2.94 1.21 0.22
H -4.36 -4.25 2.14 0.23
H -2.78 -2.23 3.12 0.21
H -3.43 -1.14 1.93 0.24
C 1.30 -2.74 2.50 -0.50
N 2.70 -2.15 2.44 0.54
O 3.56 -2.80 3.01 -0.34
O 2.86 -1.12 1.77 -0.42
H 0.62 -2.05 2.99 0.22
H 1.24 -3.72 2.96 0.24
H 1.01 -2.72 1.45 0.25
C 2.00 4.04 0.26 -0.49
N 3.19 4.65 -0.45 0.52
O 3.63 5.71 -0.09 -0.34
O 3.60 4.06 -1.51 -0.41
H 1.17 3.74 -0.38 0.25
H 1.65 4.70 1.04 0.23
H 2.51 3.15 0.64 0.23
C -5.40 3.13 1.56 -0.47
N -4.26 2.14 1.42 0.53
O -4.63 0.95 1.33 -0.40
O -3.11 2.54 1.37 -0.37
H -4.94 4.10 1.35 0.23
H -5.65 2.93 2.60 0.24
H -6.16 2.89 0.82 0.24
C 0.46 -0.10 -3.96 -0.48
N 0.58 0.12 -5.45 0.53
O 1.46 -0.44 -6.06 -0.38
O -0.28 0.84 -5.93 -0.39
H -0.55 0.02 -3.55 0.24
H 1.20 0.68 -3.76 0.25
H 0.75 -1.13 -3.80 0.23
C -0.07 0.79 0.87 -0.48
N 0.30 0.38 -0.56 0.52
O 0.83 1.21 -1.33 -0.41
O -0.07 -0.73 -0.93 -0.35
H -0.55 1.76 0.78 0.24
H 0.89 0.69 1.38 0.25
H -0.76 0.05 1.27 0.24

***

37
Properties=species:S:1:pos:R:3:nbo_charge:R:1 method="wB97M-V/def2-TZVPD" lumo_ev=2.83 charge=-1 e_above_lowest_kj_mol=0.00 homo_ev=-4.523
I 2.68 2.05 -2.30 -0.94
O 1.89 2.92 -5.82 -0.97
H 1.62 2.17 -6.36 0.45
H 1.98 2.54 -4.93 0.50
O 4.66 -0.87 -3.59 -0.97
H 4.19 -1.53 -3.08 0.46
H 4.32 -0.04 -3.23 0.50
C -0.53 0.83 2.95 -0.64
C 0.11 -0.14 1.94 0.12
C -0.33 -1.58 2.19 -0.40
C -1.66 -1.96 1.57 -0.40
C -1.55 -1.64 0.09 -0.41
C -1.34 -0.15 -0.15 0.11
N -0.12 0.21 0.56 -0.21
O 0.30 1.53 0.28 -0.62
C -1.15 0.11 -1.64 -0.61
C -2.56 0.66 0.31 -0.64
C 1.62 -0.07 2.20 -0.60
H -0.22 0.58 3.97 0.20
H -1.62 0.81 2.88 0.20
H -0.23 1.84 2.70 0.23
H 0.46 -2.21 1.75 0.20
H -0.31 -1.83 3.25 0.20
H -2.51 -1.42 1.99 0.20
H -1.85 -3.03 1.70 0.20
H -2.27 -2.08 -0.62 0.21
H -0.63 -2.15 -0.24 0.21
H -1.00 1.16 -1.85 0.24
H -0.27 -0.43 -1.98 0.23
H -2.04 -0.24 -2.17 0.19
H -2.90 0.49 1.33 0.19
H -2.33 1.73 0.30 0.23
H -3.40 0.52 -0.37 0.20
H 1.98 0.95 2.30 0.22
H 2.17 -0.51 1.36 0.22
H 1.85 -0.64 3.11 0.19
H 0.97 1.40 -0.42 0.51

***

36
Properties=species:S:1:pos:R:3:nbo_charge:R:1 method="wB97M-V/def2-TZVPD" lumo_ev=0.89 e_above_lowest_kj_mol=0.00 homo_ev=-8.364
C 2.86 -3.15 -1.87 -0.63
C -4.43 2.19 -0.35 -0.63
C 2.78 -1.74 1.72 -0.70
C -1.51 3.52 0.71 -0.62
C 1.24 0.89 -0.77 -0.93
C 3.33 -2.46 -0.62 -0.47
C -3.32 1.59 0.41 -0.43
C 2.22 -2.37 0.51 0.37
C -1.83 2.11 0.21 -0.05
N 1.11 -2.92 0.37 -0.66
N -1.05 1.18 0.97 -0.99
P 0.03 0.05 0.48 0.90
S -1.21 -1.02 -0.94 -0.42
H 3.10 -4.26 -1.82 0.21
H 1.83 -3.01 -2.15 0.23
H 3.27 -2.89 -2.89 0.21
H -4.97 2.90 0.32 0.21
H -4.24 2.77 -1.33 0.21
H -5.20 1.38 -0.77 0.22
H 1.92 -1.54 2.34 0.23
H 3.48 -2.54 2.13 0.23
H 3.30 -0.86 1.51 0.22
H -2.01 3.74 1.74 0.20
H -0.43 3.57 0.97 0.22
H -1.84 4.32 0.07 0.22
H 1.50 0.05 -1.36 0.23
H 0.72 1.57 -1.49 0.23
H 1.99 1.36 -0.10 0.23
H 4.18 -2.95 -0.15 0.22
H 3.49 -1.42 -0.76 0.21
H -3.60 1.49 1.48 0.19
H -3.17 0.56 0.02 0.23
H -1.01 -2.28 -0.79 0.16
H -1.68 1.97 -0.86 0.20
H 0.53 -2.84 1.10 0.33
H -1.40 1.07 1.94 0.41

***

35
Properties=species:S:1:pos:R:3:nbo_charge:R:1 method="wB97M-V/def2-TZVPD" lumo_ev=-4.19 charge=+1 e_above_lowest_kj_mol=194.43 homo_ev=-12.197
C -0.86 3.80 0.33 -0.40
C 0.22 3.40 -0.66 -0.40
C -0.72 2.99 1.62 -0.40
C 0.16 1.91 -0.97 -0.38
C -0.81 1.50 1.33 -0.39
C 0.31 1.11 0.34 -0.38
C -1.87 -0.89 -0.73 -0.44
C 0.51 -4.69 -0.22 -0.41
C 0.41 -0.34 0.06 0.31
N -0.48 -1.13 -0.40 -0.56
N -0.17 -3.76 -1.12 -0.85
Si 3.07 -1.49 0.67 0.92
H -0.80 4.86 0.55 0.22
H -1.85 3.61 -0.11 0.20
H 0.10 3.97 -1.59 0.22
H 1.20 3.65 -0.25 0.20
H 0.23 3.22 2.09 0.20
H -1.52 3.27 2.32 0.22
H -0.79 1.69 -1.46 0.20
H 0.96 1.63 -1.66 0.22
H -0.69 0.92 2.25 0.22
H -1.79 1.28 0.92 0.20
H 1.25 1.43 0.80 0.22
H -2.11 -1.43 -1.64 0.22
H -2.50 -1.27 0.08 0.23
H -2.08 0.17 -0.88 0.22
H 0.49 -5.73 -0.57 0.20
H 1.55 -4.38 -0.11 0.19
H 0.03 -4.65 0.76 0.20
H -0.22 -2.13 -0.58 0.45
H -1.14 -4.05 -1.23 0.38
H 0.25 -3.82 -2.04 0.38
H 2.70 -2.18 1.89 -0.14
H 3.18 -2.28 -0.55 -0.15
H 3.78 -0.23 0.75 -0.13

***

34
Properties=species:S:1:pos:R:3:nbo_charge:R:1 method="wB97M-V/def2-TZVPD" lumo_ev=0.82 e_above_lowest_kj_mol=332.71 homo_ev=-7.092
C 1.54 -0.76 -2.11 -0.61
C 0.63 -2.69 0.53 -0.65
C -1.64 -2.19 -0.60 -0.61
C -0.47 0.79 2.50 -0.64
C 1.51 2.15 1.66 -0.60
C -2.13 1.30 -1.41 -0.40
C 1.43 0.64 -1.52 -0.91
C -0.63 -1.81 0.42 -0.47
C 0.71 0.75 1.62 -0.75
N -1.35 1.49 -0.27 -1.11
Si 0.08 0.58 -0.12 1.84
H 0.66 -1.40 -2.13 0.22
H 1.99 -0.75 -3.21 0.21
H 2.19 -1.22 -1.34 0.21
H 0.44 -3.69 1.12 0.20
H 1.02 -2.86 -0.54 0.21
H 1.49 -2.12 1.04 0.20
H -2.37 -1.27 -0.74 0.19
H -2.18 -3.08 -0.50 0.19
H -1.18 -2.27 -1.66 0.18
H -0.90 1.74 2.91 0.22
H -1.36 0.13 2.24 0.20
H -0.27 0.39 3.46 0.22
H 0.74 3.01 1.81 0.21
H 2.16 2.08 0.81 0.20
H 2.08 2.13 2.55 0.20
H -2.58 0.26 -1.58 0.18
H -2.95 1.95 -1.29 0.19
H -1.50 1.70 -2.29 0.19
H 1.22 1.38 -2.29 0.23
H 2.36 0.98 -1.08 0.23
H -1.20 -1.48 1.27 0.19
H 1.41 0.06 1.97 0.24
H -1.95 1.30 0.54 0.39

***

47
Properties=species:S:1:pos:R:3:nbo_charge:R:1 method="wB97M-V/def2-TZVPD" lumo_ev=-1.22 homo_ev=-9.088
N -1.73 4.55 4.80 -1.15
B -3.06 4.97 4.41 1.25
O -3.33 5.72 3.31 -0.90
O -4.14 4.60 5.27 -0.93
S -5.39 3.68 4.90 1.83
O -5.45 3.57 3.46 -0.93
O -6.56 4.67 5.40 -0.90
I -6.83 6.43 4.49 0.42
H -1.20 4.22 3.99 0.40
H -1.18 5.37 5.09 0.40
H -4.08 6.31 3.40 0.50
C 1.61 1.89 2.61 -0.73
C 1.26 3.36 2.52 0.68
O 1.53 4.14 3.42 -0.65
N 0.62 3.78 1.40 -0.61
C 0.23 2.98 0.25 -0.43
H 2.11 1.73 3.56 0.24
H 0.72 1.27 2.55 0.23
H 2.26 1.59 1.79 0.24
H 0.41 4.76 1.40 0.40
H 0.71 3.35 -0.65 0.19
H -0.85 3.02 0.11 0.19
H 0.52 1.95 0.39 0.25
C 0.58 -1.79 -1.82 -0.72
C 1.19 -1.24 -0.55 0.69
O 1.09 -0.06 -0.25 -0.67
N 1.85 -2.11 0.26 -0.60
C 2.05 -3.54 0.06 -0.43
H 0.10 -0.97 -2.33 0.24
H 1.35 -2.23 -2.46 0.23
H -0.15 -2.57 -1.60 0.24
H 2.23 -1.69 1.09 0.40
H 1.61 -4.11 0.88 0.20
H 3.11 -3.77 0.00 0.19
H 1.58 -3.86 -0.87 0.25
C -0.10 -4.42 -4.65 -0.72
C 1.11 -4.96 -3.94 0.68
O 1.17 -5.02 -2.72 -0.65
N 2.16 -5.38 -4.69 -0.61
C 2.27 -5.39 -6.14 -0.41
H -0.83 -4.14 -3.90 0.25
H 0.15 -3.55 -5.26 0.23
H -0.54 -5.18 -5.30 0.23
H 2.93 -5.73 -4.15 0.40
H 2.42 -6.41 -6.51 0.20
H 3.11 -4.78 -6.46 0.20
H 1.37 -4.99 -6.58 0.21

***

39
Properties=species:S:1:pos:R:3:mulliken_spin:R:1 method="wB97M-V/def2-TZVPD" lumo_ev="-6.93 / -10.20" charge=+2 spin_multiplicity=5 homo_ev="-15.045 / -17.244"
C -1.17 0.78 -3.41 0.01
I 0.20 1.74 -2.01 0.15
H -1.60 -0.07 -2.88 0.00
H -0.58 0.49 -4.29 0.01
H -1.91 1.55 -3.64 0.01
Co 0.32 0.38 0.03 2.41
P 1.42 -1.42 -0.79 0.24
C 2.94 -0.92 -1.67 0.05
C 2.02 -2.78 0.27 0.02
H 2.36 -3.62 -0.36 0.00
H 0.95 -3.17 -2.39 0.01
H 1.20 -3.11 0.92 0.00
H -0.47 -2.75 -1.39 0.00
H 3.62 -0.45 -0.95 0.00
H 2.85 -2.43 0.89 0.00
C 0.37 -2.34 -1.96 0.02
H 3.43 -1.80 -2.11 0.01
H -0.02 -1.70 -2.75 -0.01
H 2.71 -0.19 -2.45 0.00
P -1.44 1.36 1.03 0.22
C -1.27 3.16 1.10 0.04
C -3.00 0.97 0.17 0.02
H -1.90 -0.19 2.81 0.00
H -2.81 1.35 3.03 0.00
H -1.06 1.27 3.42 0.00
C -1.85 0.91 2.75 0.02
H -3.18 -0.11 0.27 0.00
H -3.81 1.53 0.66 0.01
H -2.16 3.61 1.57 0.01
H -1.14 3.56 0.08 0.00
H -2.94 1.24 -0.89 -0.01
H -0.38 3.41 1.70 0.00
C 1.65 1.43 0.51 0.01
O 2.55 2.08 0.86 -0.02
C 0.86 -0.75 2.43 0.02
O 0.01 -0.95 1.32 0.68
H 1.56 -1.60 2.48 0.04
H 0.23 -0.64 3.33 0.04
H 1.45 0.18 2.32 -0.02